The following is a quantum chemistry calculation of C13H37FN2NbO2S as an isolated structure, from OMol25.

The geometry in XYZ format:
```
57
Properties=species:S:1:pos:R:3:forces:R:3
C 3.71918 3.08597 -4.00710 -0.4 0.2 0.1
S 2.77314 1.61238 -4.60683 -1.5 -0.4 1.0
O 1.71230 2.02611 -5.57440 1.5 0.2 0.8
O 2.17588 0.90402 -3.41679 1.1 1.2 -1.0
Nb 4.47081 0.04471 -5.74616 -1.4 -2.0 -4.8
F 3.33927 -0.20062 -7.44572 1.6 0.3 2.2
H 4.78162 2.95786 -4.21150 -0.2 -0.4 -0.1
H 3.38987 3.98420 -4.53552 -0.2 -0.2 0.1
H 3.58763 3.18642 -2.92646 -0.2 -0.1 -0.2
H 5.18528 1.61915 -6.39609 -0.1 0.4 0.7
H 5.47880 0.34268 -4.24537 -0.3 -0.1 -0.4
H 3.64120 -1.37601 -4.97708 -0.2 0.2 0.9
H 5.85212 -0.95417 -6.41330 0.3 0.5 0.5
C -3.45710 -1.80933 -0.65324 -0.1 0.0 -0.1
C -2.01943 -1.40829 -0.35589 -0.1 0.0 -0.1
N -1.03754 -2.19932 -1.06807 0.1 -0.3 0.1
C 0.31781 -2.01000 -0.57307 0.1 0.1 0.3
C 0.93983 -0.62171 -0.72964 0.2 -0.1 -0.1
C -1.17839 -2.23154 -2.51723 -0.3 0.0 -0.2
C -1.14693 -0.89696 -3.26872 0.1 0.0 -0.1
H -3.61412 -2.87309 -0.46508 0.1 0.0 0.0
H -4.13721 -1.24817 -0.00854 0.0 0.0 0.0
H -3.73603 -1.59448 -1.68605 0.0 0.0 0.0
H -1.85812 -1.54879 0.71710 0.2 0.0 0.0
H -1.90196 -0.33222 -0.55249 -0.1 0.1 0.1
H 0.97266 -2.74740 -1.04524 -0.1 0.0 -0.1
H 0.32180 -2.27079 0.49315 -0.2 0.0 0.0
H 1.22966 -0.42072 -1.75854 0.0 0.1 0.0
H 1.85063 -0.55803 -0.12793 0.0 0.0 0.0
H 0.27211 0.17453 -0.39332 0.0 0.0 0.0
H -2.12077 -2.73690 -2.75394 0.0 0.0 0.1
H -0.40798 -2.88854 -2.92869 0.1 0.0 0.2
H -1.76521 -0.13558 -2.78867 0.0 0.0 0.0
H -1.53640 -1.03830 -4.27991 0.0 0.0 0.0
H -0.13614 -0.50442 -3.37204 0.0 0.1 0.0
C -1.10953 0.18279 6.74229 0.0 -0.1 0.0
C -1.88465 0.40624 5.45167 0.1 -0.1 0.1
N -1.28930 1.41154 4.59180 0.0 0.3 -0.1
C -2.16134 1.83182 3.50604 -0.2 0.1 0.0
C -2.53762 0.78771 2.45322 0.0 0.1 -0.2
C 0.10275 1.19020 4.22966 0.2 -0.1 0.2
C 0.45875 -0.11734 3.51506 0.1 0.0 -0.1
H -0.97027 1.12042 7.28289 0.0 0.0 -0.1
H -1.66086 -0.50144 7.38960 0.0 0.0 0.0
H -0.12956 -0.26105 6.55956 0.0 0.0 0.0
H -2.88875 0.74320 5.72466 0.0 0.1 -0.2
H -2.00724 -0.55919 4.93893 0.0 -0.1 0.0
H -1.71248 2.69419 3.00582 0.1 -0.1 0.0
H -3.08603 2.21470 3.95208 0.0 -0.1 0.1
H -1.70957 0.57922 1.77870 0.0 -0.1 0.0
H -3.35774 1.16723 1.83838 0.0 0.0 0.0
H -2.87280 -0.15087 2.89739 0.0 0.0 0.0
H 0.70330 1.25449 5.14190 -0.1 0.0 0.0
H 0.44391 2.03150 3.62117 -0.2 0.0 0.0
H -0.01259 -0.98617 3.97830 0.0 0.0 0.0
H 1.53899 -0.27506 3.55807 0.0 0.0 0.0
H 0.18438 -0.09681 2.46119 0.0 -0.1 0.0
```
Forces are in eV/Å.

Values from the calculation:
E_HOMO	-5.3	eV
electronic energy	-36255.6980	eV
net charge	-1
lowest unoccupied orbital energy	0.0568	hartree

The Mulliken scheme yields these atomic charges, measured in e: -0.87 0.66 -0.69 -0.54 -0.12 -0.63 0.29 0.32 0.31 0.02 0.07 0.06 0.05 -1.61 -0.06 0.10 -0.68 -0.80 -0.74 -0.77 0.34 0.45 0.31 0.27 0.25 0.39 0.34 0.20 0.39 0.19 0.38 0.38 0.19 0.40 0.16 -1.47 -0.27 0.19 -1.08 -0.37 -0.84 -0.54 0.33 0.44 0.29 0.44 0.22 0.37 0.40 -0.19 0.47 0.32 0.34 0.33 0.23 0.46 -0.06


The following is a quantum chemistry calculation of a single C5H7N3 molecule, from OMol25.

The geometry in XYZ format:
```
15
Properties=species:S:1:pos:R:3:forces:R:3
C 0.25411 -1.65985 1.13037 3.8 -7.4 -0.5
C -0.18248 -1.75751 -0.26736 -2.3 -0.9 -4.1
C 0.06702 -0.26715 -0.70677 2.0 -1.6 -1.0
C -0.55071 1.87576 -0.89586 5.0 -5.3 3.9
C 0.45432 0.41981 0.44261 -3.5 1.0 -1.7
H -0.19465 -2.70576 1.60255 0.9 3.3 0.2
H 1.38496 -1.87837 0.95631 -1.1 -0.9 0.6
H -1.36082 -1.94559 -0.34551 2.2 0.4 0.0
H 0.35996 -2.76306 -0.79336 -1.5 3.1 1.1
H -0.54675 0.94936 -2.79641 1.0 -2.5 4.3
H -0.76738 2.72030 -1.40517 -0.7 2.9 -1.1
H 0.70496 -0.17762 2.61708 -1.3 -0.5 -4.4
N -0.32983 0.67743 -1.66581 -2.5 3.3 -0.6
N 0.05919 1.72832 0.39902 -1.9 1.3 -3.8
N 0.29437 -0.38655 1.54488 -0.1 3.8 7.2
```
Forces are in eV/Å.

Values from the calculation:
SMILES string	c1nc2c([nH]1)CCN2
E_HOMO	-7.3	eV
electronic energy	-9763.6234	eV
relative energy (zero: lowest compared OMol25 entry of this formula, charge and spin)	5.7643	eV
lowest unoccupied orbital energy	0.0258	hartree

The Mulliken scheme yields these atomic charges, measured in e: -0.42 -0.34 -0.10 -0.35 0.32 0.25 0.28 0.20 0.26 0.36 0.36 0.31 -0.19 -0.64 -0.29


The following is a quantum chemistry calculation of a single C3H9NO3 molecule, from OMol25.

The geometry in XYZ format:
```
16
Properties=species:S:1:pos:R:3:forces:R:3
C -1.30134 1.53874 0.31782 2.1 0.1 -0.5
C -0.07687 1.65176 -0.72599 -3.3 2.6 0.8
O -2.07273 0.39870 0.15546 -0.2 -1.0 0.0
O 0.72044 2.57901 -0.55063 0.8 -0.7 0.0
H -1.51799 -0.35336 0.43453 -0.5 0.4 -0.1
H -1.92733 2.41826 0.15557 0.2 -0.1 0.0
H -0.80982 1.58997 1.29212 -0.3 0.1 0.3
H -0.54855 1.52147 -1.72778 0.6 -0.6 -0.3
C 0.97934 -2.22075 0.61854 0.7 -0.4 -0.4
N 0.67603 0.01506 -0.61573 -0.6 -3.2 2.8
O 0.25439 -1.02087 0.65387 0.6 2.5 -2.3
H 0.44432 -0.56858 -1.41589 0.1 -0.1 -0.1
H 1.68300 0.11580 -0.49791 0.1 0.1 0.0
H 2.06208 -2.04937 0.73715 -0.3 0.0 0.0
H 0.80231 -2.79906 -0.30546 0.0 0.2 0.3
H 0.63272 -2.81678 1.47433 0.0 0.3 -0.2
```
Forces are in eV/Å.

Values from the calculation:
SMILES string	CO[NH2+][C@H]([O-])CO
E_HOMO	-8.1	eV
electronic energy	-10884.9759	eV
relative energy (zero: lowest compared OMol25 entry of this formula, charge and spin)	5.6056	eV
lowest unoccupied orbital energy	-0.0172	hartree

The Mulliken scheme yields these atomic charges, measured in e: -0.40 0.19 -0.57 -0.66 0.43 0.36 0.24 0.24 -0.61 -0.37 -0.36 0.37 0.34 0.27 0.29 0.25


The following is a quantum chemistry calculation of a 13-piece molecular cluster, C5H38NO12 overall, from OMol25.

The geometry in XYZ format:
```
56
Properties=species:S:1:pos:R:3:forces:R:3
C 2.99804 0.47987 -0.89791 2.2 2.5 -0.6
C 2.80397 0.32573 -2.40056 1.2 -0.7 -1.2
C 1.51583 1.01989 -2.74678 -1.7 1.0 0.9
C 1.82204 2.51353 -2.94043 -0.6 -0.1 -3.9
C 0.82860 0.36172 -3.92044 -0.7 1.3 -0.7
N 1.90455 -0.04486 -0.05536 5.2 2.3 4.4
H 3.15550 1.65207 -0.60386 -0.3 -2.9 -0.8
H 3.94936 -0.07229 -0.68259 -0.9 0.6 0.6
H 2.71754 -0.75331 -2.75282 0.2 1.0 0.9
H 3.75559 0.70672 -3.01364 -2.0 -0.5 1.5
H 0.86010 0.94953 -1.81370 0.4 0.1 -1.5
H 2.44180 2.55509 -3.90364 -0.1 0.2 1.6
H 2.28321 2.87496 -2.09559 1.8 0.9 1.7
H 1.08168 3.31778 -3.16532 -0.5 -1.3 0.3
H 0.40588 -0.58642 -3.70714 0.5 -1.4 0.5
H -0.16418 0.85750 -4.13251 1.4 0.3 -0.5
H 1.58578 0.30225 -4.74874 -1.2 0.2 0.3
H 0.98551 -0.03387 -0.30661 -3.4 -0.1 -1.2
H 2.29855 -0.92930 0.20116 -1.0 -1.5 0.2
H 1.99821 0.57669 0.90952 -0.5 -1.3 -2.1
H -2.97358 -3.51825 -0.61388 0.1 1.2 0.1
H -3.90540 -2.64695 -1.40821 0.1 0.4 -0.2
O -3.10820 -2.56981 -0.87025 -0.4 -1.6 0.1
H -4.31528 0.62290 -2.47193 -0.6 0.8 -0.5
H -4.27160 -0.29550 -1.16159 2.0 0.8 -4.0
O -3.79831 -0.09476 -2.13891 -1.5 -1.6 4.4
H 1.07519 4.13060 1.83906 -0.8 0.1 0.7
H 0.24696 3.55012 3.11257 -2.2 1.2 1.4
O 0.90704 3.43821 2.48886 2.3 -0.8 -1.8
H -1.31373 -1.49952 -0.95311 -0.7 -1.2 1.0
H -1.87963 -0.76693 -2.17026 2.6 -0.2 1.9
O -1.01372 -0.85671 -1.56588 -2.0 1.3 -3.1
H -2.21869 -0.99725 2.61742 1.9 -1.4 4.0
H -3.46781 -0.58605 1.95199 -10.6 0.4 1.1
O -2.64123 -0.65701 1.90520 8.5 0.6 -4.8
H 3.11903 -3.10807 -0.24221 -0.3 -0.6 -0.3
H 1.51103 -3.16802 -0.30550 0.3 -0.4 -0.4
O 2.28686 -2.77005 0.09278 0.2 0.7 0.7
H -3.43784 1.23494 1.71106 -0.7 0.9 0.5
H -3.73078 2.54383 1.12117 -0.3 0.6 -0.1
O -4.08832 1.97532 1.80876 1.1 -1.2 -0.5
H 3.22880 2.17485 2.11890 1.4 1.1 -0.2
H 1.87746 2.02303 2.69435 -2.1 1.6 1.0
O 2.54630 1.55880 2.26376 1.2 -3.6 -1.3
H -0.88213 -1.01126 5.18047 -1.0 0.6 -1.1
H -2.28136 -0.43628 4.70730 -1.3 0.4 1.1
O -1.41961 -0.65641 4.42514 2.1 -1.0 -0.1
H -1.48358 0.28653 1.04048 1.6 0.8 -0.2
H -1.12537 0.54851 -0.37656 1.4 0.5 1.6
O -0.73469 0.76029 0.55288 -2.5 -1.1 -1.4
H -2.45366 -3.11122 1.55189 -0.4 1.7 0.4
H -1.96692 -4.43572 1.91778 1.6 -2.6 3.5
O -2.28420 -3.96953 1.22749 -1.1 0.9 -3.8
H 1.45440 -1.99153 3.76965 0.3 -4.4 -0.8
H 1.85863 -0.67159 3.12962 1.4 0.9 -2.2
O 1.45637 -1.10279 3.82664 -1.6 3.5 3.1
```
Forces are in eV/Å.

Values from the calculation:
E_HOMO	-13.3	eV
electronic energy	-31853.5277	eV
relative energy (zero: lowest compared OMol25 entry of this formula, charge and spin)	3.3439	eV
net charge	+1
lowest unoccupied orbital energy	-0.0875	hartree

The Mulliken scheme yields these atomic charges, measured in e: -0.55 -0.53 1.65 -1.43 -1.75 0.24 0.16 0.33 0.30 0.32 -0.63 0.33 0.35 0.34 0.43 0.35 0.35 0.15 0.47 0.23 0.30 0.25 -0.52 0.28 0.33 -0.64 0.27 0.27 -0.56 0.27 0.27 -0.50 0.31 0.16 -0.57 0.32 0.31 -0.69 0.37 0.34 -0.63 0.23 0.38 -0.64 0.30 0.28 -0.61 0.23 0.41 -0.60 0.31 0.28 -0.61 0.27 0.25 -0.53